Here is a 2-piece molecular cluster, C7H12Cl2OS overall at a distorted geometry from the OMol25 dataset. Energies are from wB97M-V/def2-TZVPD.

CARTESIAN COORDINATES (ANGSTROEM)
C: 2.7671 -2.2246 0.0276
C: -0.3851 2.0241 -0.6604
C: 1.5932 -1.3259 0.3345
C: -0.6267 0.9736 0.4125
C: 0.5381 -1.1372 -0.7889
C: -0.7040 -0.4016 -0.2646
C: 3.3191 0.9844 0.9407
O: 3.1115 -3.1548 0.7306
S: 2.8800 2.5649 0.9474
Cl: 3.6666 -1.9283 -1.4577
Cl: 4.7072 0.4983 0.2029
H: -0.2772 2.9827 -0.2537
H: 0.6387 1.9650 -1.1520
H: -1.1735 2.0965 -1.3550
H: 1.1398 -1.7455 1.3387
H: 2.1662 -0.4541 0.6734
H: -1.5044 1.0020 0.9656
H: 0.0187 1.0613 1.1788
H: 0.2977 -2.0802 -1.2192
H: 1.1536 -0.5584 -1.5194
H: -1.4523 -0.4892 -1.1080
H: -1.2787 -1.1277 0.4728
H: 1.9471 2.4890 1.7970

Atoms 1-2, force components in eV/Å:
-0.56 -2.64 1.82
1.92 -0.18 0.44

Values from the calculation:
Energy relative to the best compared isomer or geometry (same formula, charge and spin) = 14.1 kcal/mol
E_HOMO = -8.6218 eV
Net charge = 0

***

Here is an isolated ion of composition C7H12ClFN2 and charge +2 at a distorted geometry from the OMol25 dataset. Energies are from wB97M-V/def2-TZVPD.

CARTESIAN COORDINATES (ANGSTROEM)
C: -0.3055 -1.3809 -0.3624
C: -1.6235 -1.1481 -0.4324
C: 0.4369 0.8034 -1.1483
C: 0.2358 0.2409 1.2574
C: -0.7544 1.6344 -0.9246
C: -1.2575 0.3760 1.3748
C: 2.0605 -0.9130 -0.1722
N: 0.6714 -0.2502 -0.0753
N: -1.9367 0.1536 0.0674
F: -3.2510 0.4559 0.0228
Cl: 3.2831 0.3388 0.2137
H: 0.2170 -2.2720 -0.4494
H: -2.3374 -1.8467 -0.8598
H: 0.3398 0.3399 -2.0735
H: 1.3122 1.3605 -1.2552
H: 0.6408 1.2893 1.5637
H: 0.5896 -0.4049 2.0548
H: -0.5920 2.3869 -0.2550
H: -1.1694 1.9688 -1.8438
H: -1.6612 -0.3659 1.9833
H: -1.6373 1.3258 1.9613
H: 2.0952 -1.7503 0.6449
H: 2.3075 -1.2302 -1.1999

Atoms 1-2, force components in eV/Å:
-0.32 1.65 -0.12
1.63 0.45 0.13

Values from the calculation:
Energy relative to the best compared isomer or geometry (same formula, charge and spin) = 73.8 kcal/mol
E_HOMO (alpha / beta) = -19.0153 / -19.0153 eV
Net charge = +2

***

Here is an isolated ion of composition C7H12ClN2S and charge +1 at a distorted geometry from the OMol25 dataset. Energies are from wB97M-V/def2-TZVPD.

CARTESIAN COORDINATES (ANGSTROEM)
C: -2.0150 1.1198 0.3335
C: -0.1758 -0.7860 -1.0628
C: -2.0051 0.2279 1.3877
C: 0.8207 -0.0613 -0.1792
C: -1.3694 -0.1784 -1.6122
C: 2.0611 -0.3771 0.2039
C: 2.8440 -1.6489 -0.1165
N: -2.0438 0.7534 -1.0401
N: -1.8488 2.4857 0.5106
S: 2.8853 0.7596 1.2883
Cl: -2.3397 -1.4567 1.3196
H: 0.2683 -1.5308 -1.7791
H: -0.5833 -1.2414 -0.1808
H: -1.8683 0.6905 2.3245
H: 0.3942 0.9407 0.1106
H: -1.7804 -0.5321 -2.4961
H: 3.5518 -1.9207 0.6422
H: 3.5974 -1.4404 -0.8521
H: 2.1143 -2.4923 -0.3769
H: -2.8232 1.0546 -1.6271
H: -1.9194 2.8982 1.4170
H: -1.2701 2.9897 -0.0556
H: 3.5052 -0.2540 1.8405

Atoms 1-2, force components in eV/Å:
1.13 -0.24 1.97
1.46 -1.31 -0.75

Values from the calculation:
Energy relative to the best compared isomer or geometry (same formula, charge and spin) = 42.1 kcal/mol
E_HOMO = -11.7869 eV
SMILES = C/C(S)=C\C/C=[NH+]\C(N)=C/Cl
Net charge = +1

***

Here is an isolated ion of composition C7H12ClN2S and charge +1 at a distorted geometry from the OMol25 dataset. Energies are from wB97M-V/def2-TZVPD.

CARTESIAN COORDINATES (ANGSTROEM)
C: 1.7385 0.7321 0.1178
C: -0.2544 -1.6890 1.7240
C: 1.9987 -0.0370 -0.9661
C: -1.0684 -0.5399 1.2905
C: 0.2861 -0.2915 2.0013
C: -1.2781 -0.1852 -0.1490
C: -1.4556 -1.2004 -1.2907
N: 1.4202 0.3713 1.3652
N: 1.6768 2.0991 -0.0412
S: -1.9532 1.3967 -0.2536
Cl: 2.0858 -1.7569 -1.1240
H: -0.8227 -2.1652 2.5252
H: 0.1300 -2.2758 0.9970
H: 2.4358 0.4365 -1.8432
H: -2.0316 -0.4405 1.9127
H: 0.1182 -0.0786 3.0228
H: -2.0171 -2.0525 -0.8368
H: -0.5737 -1.4896 -1.8319
H: -2.1724 -0.8094 -1.9708
H: 2.0463 0.8133 2.0317
H: 2.1571 2.6397 -0.7572
H: 1.7212 2.6402 0.7536
H: -1.9489 1.4073 -1.5735

Atoms 1-2, force components in eV/Å:
-0.47 0.06 -2.86
-1.20 1.44 1.92

Values from the calculation:
Energy relative to the best compared isomer or geometry (same formula, charge and spin) = 63.2 kcal/mol
E_HOMO (alpha / beta) = -11.6079 / -11.6084 eV
Net charge = +1

***

Here is C7H12CuO4 as an isolated structure at a distorted geometry from the OMol25 dataset. Energies are from wB97M-V/def2-TZVPD.

CARTESIAN COORDINATES (ANGSTROEM)
C: -2.4997 -1.3703 1.4337
C: -2.0748 -2.8172 1.3701
O: -2.5688 -3.3502 0.0956
Cu: -3.1610 -1.5436 -0.6048
H: -1.9113 -0.4616 1.6138
H: -2.1974 -4.2095 -0.1224
H: -3.2063 -1.2646 2.2725
H: -2.4956 -3.4509 2.1660
H: -0.9828 -2.9532 1.3789
O: 2.1732 4.5043 -0.3199
C: 2.2353 3.2836 -0.5584
O: 3.2335 2.5829 -0.8047
O: 1.0014 2.6490 -0.4956
C: 0.9625 1.2441 -0.6563
C: -0.4901 0.7907 -0.5770
C: -0.6047 -0.7005 -0.7017
C: -1.0707 -1.3143 -1.8270
H: 1.5610 0.7533 0.1278
H: 1.3943 0.9605 -1.6282
H: -1.0761 1.2822 -1.3673
H: -0.9163 1.1153 0.3852
H: -0.1063 -1.3153 0.0547
H: -0.9847 -2.3994 -1.9390
H: -1.3431 -0.7267 -2.7077

Atoms 1-2, force components in eV/Å:
-1.41 0.07 0.69
1.24 -0.24 0.18

Values from the calculation:
Spin multiplicity = 3
Expectation value of S² = 2.008
E_HOMO (alpha / beta) = -3.0551 / -4.1073 eV
Net charge = -1

***

Here is a single C7H12FI molecule at a distorted geometry from the OMol25 dataset. Energies are from wB97M-V/def2-TZVPD.

CARTESIAN COORDINATES (ANGSTROEM)
C: -1.5741 2.0594 -0.0669
C: -0.2434 1.7984 -0.4518
C: 1.9751 -0.5715 -0.9123
C: -1.2341 -2.1908 1.2883
C: 1.9894 0.7861 -0.3834
C: 0.6754 1.1830 0.2615
C: -1.2743 -1.1604 0.2303
F: -1.1894 -1.8665 -0.9598
I: -2.9775 0.1276 0.1597
H: -2.0969 2.6757 -0.6710
H: -1.5900 2.2429 1.0335
H: -0.0602 1.9310 -1.5239
H: 1.2399 -0.6373 -1.8049
H: 2.9898 -0.8150 -1.4098
H: 1.6852 -1.4329 -0.2381
H: -0.9502 -1.6957 2.3161
H: -0.5191 -2.9237 1.1721
H: -2.2722 -2.6866 1.3830
H: 2.7205 0.8850 0.4523
H: 2.2527 1.5792 -1.0116
H: 0.4533 0.7121 1.1368

Atoms 1-2, force components in eV/Å:
1.70 -1.40 4.08
-0.96 0.26 -2.19

Values from the calculation:
Energy relative to the best compared isomer or geometry (same formula, charge and spin) = 119.1 kcal/mol
E_HOMO (alpha / beta) = -6.9808 / -6.9408 eV
Net charge = 0

***

Here is a 2-piece molecular cluster, C7H12FN3O2Si overall at a distorted geometry from the OMol25 dataset. Energies are from wB97M-V/def2-TZVPD.

CARTESIAN COORDINATES (ANGSTROEM)
C: -1.4600 -0.0090 2.5755
C: -2.6338 0.7926 2.3598
C: -0.3874 0.4650 1.9076
C: -1.6755 2.2614 0.9248
C: 2.0059 -2.0671 -2.0392
C: 1.6221 1.0799 -1.7738
C: -0.8772 -0.8738 -1.1383
N: -2.7358 1.8102 1.6201
N: -0.4631 1.4762 1.0482
N: 1.2104 -0.7853 1.6135
O: -1.6362 3.2591 0.2723
O: 1.6503 -0.5230 0.4005
F: 0.4776 -1.9439 1.6086
Si: 1.0515 -0.6529 -1.1737
H: -1.3729 -0.5675 3.3963
H: -3.5473 0.4757 2.9277
H: 3.0059 -2.2713 -1.6926
H: 1.5686 -3.0071 -1.6923
H: 2.0247 -1.9259 -3.0255
H: 0.9569 1.8286 -1.6930
H: 2.5712 1.3125 -1.0343
H: 1.9601 1.0798 -2.8095
H: -0.9597 -1.8569 -0.7512
H: -1.3714 -0.2992 -0.3924
H: -1.3301 -0.7972 -2.0691
H: 0.3452 1.7390 0.6298

Atoms 1-2, force components in eV/Å:
-0.11 3.25 -2.25
-0.41 -2.19 2.09

Values from the calculation:
Energy relative to the best compared isomer or geometry (same formula, charge and spin) = 54.1 kcal/mol
E_HOMO (alpha / beta) = -9.1854 / -9.1858 eV
Net charge = 0

***

Here is a 2-piece molecular cluster, C7H12IN4O2S overall at a distorted geometry from the OMol25 dataset. Energies are from wB97M-V/def2-TZVPD.

CARTESIAN COORDINATES (ANGSTROEM)
O: -1.9313 3.3190 0.1501
S: -1.5429 3.3854 1.5538
O: -2.2231 4.5248 2.1586
C: -2.2644 1.9071 2.3574
C: -1.5530 0.5743 2.0405
N: -0.8214 0.2486 0.9871
N: -0.5056 -1.0392 1.2424
C: -1.0084 -1.5289 2.3873
N: -1.7164 -0.4914 2.9665
I: -2.7728 -0.5565 4.7192
H: -0.1752 3.4764 1.7103
H: -2.3706 2.0782 3.4585
H: -3.3152 1.8288 1.9624
H: 0.0557 -1.6145 0.5982
H: -0.8696 -2.5542 2.7764
C: 2.0676 -1.0612 -3.9968
C: 1.6844 -0.3729 -2.6922
C: 2.1832 -1.1202 -1.4515
C: 1.5714 -2.4470 -1.3204
N: 1.0926 -3.4882 -1.2235
H: 1.6182 -2.0537 -4.0727
H: 1.7196 -0.4750 -4.8478
H: 3.1513 -1.1683 -4.0793
H: 0.5978 -0.2572 -2.6502
H: 2.1114 0.6330 -2.6875
H: 1.9460 -0.5295 -0.5612
H: 3.2708 -1.2177 -1.4854

Atoms 1-2, force components in eV/Å:
1.80 -1.32 1.05
-4.21 2.96 -2.30

Values from the calculation:
E_HOMO = -14.0632 eV
Net charge = +1

***

Here is a 2-piece molecular cluster, C7H12N overall at a distorted geometry from the OMol25 dataset. Energies are from wB97M-V/def2-TZVPD.

CARTESIAN COORDINATES (ANGSTROEM)
C: -1.0981 -1.7794 -0.0201
C: -2.8669 0.0616 0.4628
C: -1.4970 -0.5191 0.3198
C: -0.3470 0.3870 0.2368
C: 3.0403 -0.7667 -0.4759
C: 2.2003 0.4124 -0.1805
C: -0.4292 1.7136 -0.2379
N: 2.7263 -0.2609 0.7865
H: -0.0814 -2.0567 -0.3913
H: -1.8181 -2.6195 -0.0975
H: -3.6138 -0.6455 0.7911
H: -3.1034 0.4141 -0.5933
H: 2.5530 -1.7478 -0.9052
H: 4.0136 -0.5022 -0.9342
H: 1.8820 1.4210 -0.3934
H: 0.2754 2.4691 0.2418
H: -1.5127 2.1304 -0.1512
H: -0.2041 1.5065 -1.3094
H: -2.8568 0.9064 1.0802
H: 2.7378 -0.5243 1.7709

Atoms 1-2, force components in eV/Å:
-0.73 -0.74 -0.28
-0.03 -0.96 -2.32

Values from the calculation:
Energy relative to the best compared isomer or geometry (same formula, charge and spin) = 168.4 kcal/mol
E_HOMO = -12.2462 eV
Net charge = +1

***

Here is a 2-piece molecular cluster, C7H12N2 overall at a distorted geometry from the OMol25 dataset. Energies are from wB97M-V/def2-TZVPD.

CARTESIAN COORDINATES (ANGSTROEM)
C: 1.7761 0.5321 0.3974
C: 0.9906 0.5495 -0.8634
C: -1.1848 -1.9213 0.7520
C: -0.4680 -2.5128 1.7040
N: 0.5581 -0.4893 -1.4702
H: 0.9461 -1.3588 -1.1100
H: -1.5749 -2.4848 -0.0849
H: 2.3689 -0.3765 0.4967
H: 0.9339 0.4714 1.2312
H: 2.4114 1.4081 0.5131
H: -0.2159 -3.5600 1.6631
H: -0.0726 -1.9377 2.5259
C: -1.4633 -0.4926 0.7352
C: 0.4539 1.8611 -1.2590
C: -0.4004 2.0305 -2.2612
N: -0.9182 0.2952 1.5772
H: -1.2536 1.2545 1.5249
H: -2.1347 -0.1525 -0.0595
H: 0.7431 2.6976 -0.6321
H: -0.7097 1.1847 -2.8541
H: -0.7859 3.0015 -2.5264

Atoms 1-2, force components in eV/Å:
-0.95 -0.45 1.22
-0.55 -0.88 0.09

Values from the calculation:
Energy relative to the best compared isomer or geometry (same formula, charge and spin) = 48.4 kcal/mol
E_HOMO = -9.4421 eV
SMILES = [H]/N=C(\C)C=C.[H]/N=C/C=C
Net charge = 0

***

Here is a single C7H12N2 molecule at a distorted geometry from the OMol25 dataset. Energies are from wB97M-V/def2-TZVPD.

CARTESIAN COORDINATES (ANGSTROEM)
C: -0.0116 -0.1146 -1.8358
C: -1.6485 -0.2082 -1.6031
C: -1.8099 -0.0875 -0.1350
C: -0.4792 0.3757 0.5099
C: 0.3808 0.7145 1.7752
C: 1.8591 -0.1616 0.0215
C: 0.5622 0.4510 -0.6013
H: 0.1347 0.4010 -2.6939
H: 0.5120 -1.1375 -2.1719
H: -2.0862 -1.1992 -1.9000
H: -2.0608 0.6723 -1.9488
H: -2.7728 0.1547 0.1425
H: -1.3825 -1.1807 1.5946
H: 0.3119 1.8889 2.0052
H: 0.1084 -0.0553 2.5511
H: 2.6832 0.8458 1.6969
H: 2.6192 0.2049 -0.9352
H: 1.9356 -1.2755 0.0014
H: 0.8235 1.6245 -0.7360
N: -0.9778 -1.1237 0.5792
N: 1.8430 0.1580 1.3645

Atoms 1-2, force components in eV/Å:
-1.53 -4.53 0.19
3.25 -2.26 0.79

Values from the calculation:
Energy relative to the best compared isomer or geometry (same formula, charge and spin) = 103.9 kcal/mol
E_HOMO = -8.6023 eV
SMILES = C1C[C@H]2N[C@]23CNC[C@@H]13
Net charge = 0

***

Here is C7H12N2 as an isolated structure at a distorted geometry from the OMol25 dataset. Energies are from wB97M-V/def2-TZVPD.

CARTESIAN COORDINATES (ANGSTROEM)
C: -1.2708 0.6704 -0.8496
C: -1.1264 -0.9062 -1.1952
C: -0.0826 -1.7276 -0.6744
C: 1.2429 -1.4739 0.2372
C: 1.3948 -0.0004 0.9538
C: 1.4805 1.3885 0.0910
C: 0.0654 1.0032 -0.1079
H: -3.1232 1.7293 -0.0255
H: -2.2853 0.6917 1.0392
H: -1.4608 1.3342 -1.7608
H: -1.9124 -1.2944 -1.7938
H: 0.0242 -2.6419 -1.2882
H: 2.1425 -1.8316 -0.3873
H: 0.9334 -2.4361 1.1292
H: 2.0495 -0.1249 1.7710
H: 2.1181 1.1316 -0.6978
H: 1.8641 2.3053 0.7237
H: 0.3529 0.0042 -0.5616
H: 0.0068 1.0302 2.1865
N: -2.4359 0.8086 -0.0609
N: 0.0223 0.3398 1.2714

Atoms 1-2, force components in eV/Å:
-0.39 1.29 -1.13
3.15 0.44 2.43

Values from the calculation:
Energy relative to the best compared isomer or geometry (same formula, charge and spin) = 187.5 kcal/mol
E_HOMO = -7.8573 eV
Net charge = 0